No. 1
This record from the OMol25 dataset describes a structure of composition C60H180N27O17P11 at a distorted geometry. The level of theory is ωB97M-V/def2-TZVPD.

```
295
C60H180N27O17P11 | the OMol25 dataset | ωB97M-V/def2-TZVPD
O -13.8920 -16.2826 18.0080
P -12.8696 -16.3282 16.9599
N -12.9170 -14.9531 15.9540
C -14.3037 -14.5163 15.5686
C -11.9848 -14.5358 14.9077
N -13.2693 -17.6493 16.0094
C -12.6193 -17.8080 14.6829
C -13.8286 -18.8382 16.5198
N -11.3000 -16.4626 17.2438
C -10.9668 -17.7770 17.7321
C -10.6226 -15.3079 17.9110
H -14.3052 -13.4322 15.4579
H -15.0168 -14.7308 16.3471
H -14.4991 -14.9562 14.5891
H -10.9730 -14.7548 15.1655
H -12.1666 -13.4748 14.7393
H -12.1987 -14.9794 13.9258
H -12.5356 -16.8396 14.1975
H -11.6870 -18.3132 14.8472
H -13.2135 -18.5537 14.1664
H -13.2521 -19.6946 16.1969
H -13.8744 -18.8464 17.6192
H -14.8682 -18.9764 16.1858
H -11.0331 -18.5401 16.8805
H -9.9862 -17.8550 18.1203
H -11.5805 -18.2458 18.5438
H -10.2833 -15.6479 18.9014
H -11.3438 -14.4827 17.9909
H -9.7490 -15.0373 17.3095
O -5.2365 -21.6137 18.7838
P -4.9021 -20.2538 19.2607
N -5.7573 -18.9362 18.7615
C -5.2329 -18.4943 17.4277
C -7.1944 -19.2834 18.7373
N -3.3167 -19.8796 18.9778
C -2.5228 -18.8556 19.6545
C -2.7840 -20.2547 17.6404
N -5.1681 -20.1872 20.9184
C -5.0798 -18.9660 21.6529
C -4.6615 -21.3046 21.6646
H -5.7996 -17.6010 17.1864
H -5.3720 -19.2924 16.7426
H -4.1799 -18.2380 17.5410
H -7.4503 -20.1680 18.1537
H -7.7514 -18.4522 18.2823
H -7.7200 -19.2034 19.7029
H -1.6945 -18.6803 18.9964
H -2.9825 -17.9530 19.8530
H -2.0810 -19.2299 20.5441
H -3.0550 -19.5016 16.8951
H -1.6813 -20.3798 17.6466
H -3.2675 -21.2060 17.3219
H -4.1511 -18.9064 22.1621
H -5.2192 -18.1188 20.9847
H -5.8474 -18.8993 22.4153
H -5.1416 -21.4900 22.6930
H -3.5356 -21.2376 21.8599
H -4.8674 -22.2277 21.1762
O -4.4552 -19.3657 27.7912
P -5.1790 -18.0664 27.9472
N -6.5652 -18.2897 28.7905
C -7.4185 -17.1825 29.3107
C -6.7795 -19.6631 29.3072
N -5.8803 -17.2107 26.6664
C -6.9947 -17.9597 25.9941
C -5.2113 -16.4705 25.6553
N -4.0749 -16.9868 28.5794
C -2.8885 -17.4822 29.3245
C -4.4709 -15.6461 29.0017
H -6.9286 -16.6368 30.1087
H -8.2864 -17.6091 29.7085
H -7.7003 -16.4007 28.5333
H -7.0951 -19.5883 30.3780
H -5.8681 -20.2278 29.2382
H -7.6573 -20.1726 28.8473
H -6.5792 -18.7149 25.3147
H -7.7656 -18.4921 26.5526
H -7.5703 -17.3216 25.3593
H -4.9331 -17.1087 24.8319
H -5.7996 -15.6512 25.1601
H -4.2702 -15.9609 25.9896
H -2.0893 -17.9894 28.7314
H -2.2515 -16.6381 29.6825
H -3.2417 -18.1165 30.0930
H -3.6151 -14.9442 28.8472
H -4.7668 -15.6011 30.0417
H -5.3547 -15.3657 28.4612
O -8.9343 -14.0384 29.1650
P -10.1780 -14.0541 28.3989
N -11.4794 -14.2388 29.4640
C -12.8827 -14.1817 29.1618
C -11.0630 -14.1763 30.8922
N -10.3216 -15.2193 27.2803
C -10.8394 -16.5484 27.6715
C -9.2854 -15.1599 26.2567
N -10.2224 -12.6685 27.5247
C -11.1186 -12.3883 26.3833
C -9.7542 -11.4933 28.2240
H -12.9698 -14.0679 28.1149
H -13.3541 -13.3551 29.6879
H -13.3451 -15.0881 29.5759
H -11.5865 -14.9917 31.4765
H -11.3310 -13.2253 31.4158
H -9.9431 -14.4145 30.8764
H -9.9747 -17.2571 27.6746
H -11.3007 -16.4845 28.6262
H -11.5302 -16.9136 26.8685
H -9.6152 -15.8181 25.4461
H -9.2375 -14.1566 25.8466
H -8.2782 -15.4293 26.5751
H -10.6750 -11.6413 25.7674
H -11.3120 -13.2715 25.8208
H -12.0776 -12.1522 26.8005
H -10.5074 -11.0448 28.8618
H -9.4443 -10.6679 27.4684
H -8.9582 -11.7636 28.8877
O -8.4828 -10.7809 20.7547
P -9.9748 -10.5314 20.5351
N -10.9574 -11.6797 21.2561
C -10.9979 -12.9766 20.4577
C -10.5179 -11.7910 22.6715
N -10.4658 -10.5519 18.9906
C -9.7043 -10.0302 17.8822
C -11.8138 -10.1277 18.9418
N -10.3081 -9.1407 21.4106
C -11.6443 -8.6393 21.6972
C -9.3215 -8.1301 21.7420
H -10.0492 -13.3289 20.0772
H -11.6456 -12.7916 19.5531
H -11.4822 -13.7847 21.0743
H -10.6867 -10.8131 23.1737
H -9.4349 -11.9586 22.7940
H -11.1199 -12.5233 23.1279
H -9.9005 -8.9689 17.6445
H -8.6174 -10.1273 18.0187
H -10.1368 -10.5712 17.0384
H -12.4050 -10.5237 18.0779
H -12.3706 -10.5336 19.7699
H -11.9017 -9.0270 18.9169
H -11.7520 -7.7309 21.1447
H -12.4734 -9.3779 21.5066
H -11.6870 -8.4766 22.7868
H -9.5587 -7.2087 21.1532
H -8.3431 -8.4859 21.4351
H -9.3541 -7.8408 22.8099
O -15.8783 -23.0911 25.0598
P -15.0470 -21.8553 25.1794
N -15.4252 -20.7852 23.9353
C -14.7776 -21.0836 22.6660
C -16.7726 -20.1681 23.9684
N -13.4946 -22.2332 25.0262
C -12.3219 -21.3582 25.2886
C -13.0231 -23.5619 24.5483
N -15.3996 -20.9555 26.5693
C -15.5674 -21.7775 27.7559
C -14.9135 -19.6195 26.9069
H -14.1259 -20.2481 22.3263
H -15.5237 -21.2785 21.9273
H -14.0920 -21.9937 22.8066
H -17.3103 -20.5476 24.8067
H -17.3112 -20.4847 23.0624
H -16.6243 -19.1014 24.0279
H -12.6007 -20.4755 25.9123
H -11.5690 -21.9080 25.8340
H -11.8834 -21.0249 24.3106
H -12.5982 -24.1154 25.3946
H -13.9299 -24.0575 24.2199
H -12.2710 -23.3907 23.7769
H -16.2451 -21.3327 28.5278
H -15.9383 -22.7651 27.4403
H -14.6564 -21.8199 28.3750
H -14.6720 -19.1250 25.9552
H -13.9743 -19.6270 27.5146
H -15.6824 -19.1946 27.5671
O -4.0266 -15.9639 18.8470
P -4.3641 -14.6409 19.4570
N -4.5505 -13.4099 18.4149
C -3.6750 -13.6300 17.2278
C -5.8498 -12.7524 18.1991
N -2.9429 -14.2235 20.2605
C -2.3479 -12.8743 20.3882
C -2.2520 -15.2848 20.9825
N -5.7116 -14.8041 20.4432
C -6.8108 -15.7362 20.2145
C -5.9756 -13.6483 21.3723
H -2.6802 -13.7601 17.5872
H -3.6149 -12.6354 16.7321
H -3.9488 -14.4695 16.5924
H -6.6116 -13.4152 17.7412
H -5.6105 -11.9248 17.5713
H -6.0947 -12.3627 19.2431
H -1.4140 -12.8090 19.8391
H -3.0165 -12.1038 20.0554
H -2.1509 -12.7891 21.5021
H -1.3606 -15.4761 20.4548
H -2.0069 -14.9723 21.9456
H -2.8103 -16.2180 21.0130
H -6.3732 -16.6709 19.8694
H -7.2310 -15.9554 21.1936
H -7.5448 -15.4672 19.4639
H -5.0583 -13.0904 21.6224
H -6.2809 -14.0706 22.3463
H -6.7330 -12.8538 21.1292
O -11.1788 -22.6741 21.6042
P -10.5960 -23.4530 20.4885
N -10.8254 -22.7244 19.0197
C -10.2960 -23.1133 17.6703
C -10.9688 -21.2855 19.1472
N -11.2246 -24.9462 20.4024
C -10.6017 -26.1311 19.8018
C -12.6597 -25.0960 20.7653
N -9.0090 -23.8526 20.5556
C -8.5679 -24.5279 21.7207
C -8.1112 -22.7771 20.2089
H -10.5465 -24.1154 17.3475
H -9.2057 -22.9169 17.5367
H -10.7823 -22.4289 17.0394
H -10.0057 -20.6677 19.2628
H -11.4789 -21.0790 20.0861
H -11.5042 -20.9207 18.2945
H -11.2693 -26.6514 19.1348
H -9.7076 -25.8131 19.1480
H -10.2979 -26.8276 20.5669
H -12.9275 -25.0742 21.8472
H -13.2603 -24.2775 20.3231
H -12.9709 -26.0241 20.3982
H -9.2701 -25.2980 22.0165
H -7.6298 -25.0618 21.4720
H -8.3450 -23.8608 22.5619
H -8.3621 -22.2011 19.3376
H -7.0442 -23.2107 19.9582
H -7.9372 -22.1290 21.0375
O -12.8566 -14.0518 23.0900
P -14.3119 -14.0593 23.0068
N -14.9697 -13.8553 21.5121
C -14.4911 -14.7612 20.4715
C -16.2506 -13.1915 21.1102
N -15.1338 -12.8376 23.8396
C -14.9646 -13.1663 25.3158
C -14.6446 -11.4413 23.5092
N -14.8579 -15.4866 23.5856
C -14.1902 -16.3996 24.4622
C -16.2842 -15.8721 23.4455
H -13.9029 -15.6008 20.8357
H -13.9364 -14.1711 19.7404
H -15.3522 -15.1955 19.9223
H -17.0559 -13.8745 21.1203
H -16.1484 -12.8974 20.0472
H -16.3759 -12.3284 21.6985
H -15.2441 -12.3660 25.9934
H -15.4988 -14.0958 25.4824
H -13.8881 -13.3566 25.5116
H -14.5750 -11.2397 22.4461
H -15.3780 -10.7481 23.9649
H -13.6533 -11.1819 23.8590
H -14.4265 -17.4342 24.3104
H -13.1178 -16.3304 24.2978
H -14.3975 -16.2092 25.5626
H -16.4519 -16.9339 23.1911
H -16.8638 -15.2881 22.6786
H -16.8607 -15.7639 24.3457
C -4.3074 -12.9000 24.8624
O -5.7178 -13.0777 24.9292
P -6.7734 -11.9366 25.2933
O -8.1053 -12.4448 24.8842
O -6.5920 -11.6384 26.8139
C -5.9858 -12.3552 27.8812
O -6.2740 -10.6263 24.6646
C -6.4929 -10.2315 23.3141
H -3.8283 -13.8388 24.5081
H -3.7995 -12.6213 25.8069
H -4.0364 -12.1824 24.0840
H -6.6457 -12.9711 28.4569
H -5.5489 -11.6375 28.5178
H -5.2220 -13.0160 27.4870
H -5.5746 -10.2597 22.6870
H -6.8198 -9.2206 23.4091
H -7.3550 -10.7519 22.8231
C -9.1472 -14.9415 22.8676
O -9.1585 -16.3221 23.2636
P -9.6978 -17.4950 22.3538
O -9.5003 -17.3446 20.9335
O -9.0665 -18.7321 23.0303
C -9.2759 -20.0378 22.4416
O -11.2513 -17.5836 22.7079
C -12.3680 -17.1949 21.9272
H -8.2209 -14.5103 23.2138
H -9.9069 -14.3243 23.3199
H -9.2969 -14.9876 21.7997
H -8.5593 -20.6424 22.9589
H -9.0880 -19.9822 21.3666
H -10.3128 -20.3821 22.5425
H -13.2700 -17.7088 22.1211
H -12.2238 -17.3365 20.8791
H -12.6420 -16.0967 22.0310
```

LUMO energy   0.33 eV

Löwdin population analysis, charges in e, atoms 1 to 4:
1 O -0.26
2 P 0.47
3 N -0.28
4 C -0.09

No. 2
This record from the OMol25 dataset describes a structure of composition C60H41BBrCl4N6O2Pb. The level of theory is ωB97M-V/def2-TZVPD.

```
116
C60H41BBrCl4N6O2Pb | the OMol25 dataset | ωB97M-V/def2-TZVPD
Pb -0.1489 0.1050 0.3145
Cl -4.0356 7.1877 4.0279
C -3.0172 6.1462 3.0932
C -3.4751 5.6152 1.8990
C -2.6537 4.7817 1.1603
C -1.3405 4.4801 1.5535
C -0.9407 4.9822 2.8015
C -1.7554 5.8096 3.5573
C -0.5292 3.5118 0.7856
C -0.9476 3.1055 -0.5006
C -1.5418 3.9899 -1.4919
C -1.6151 3.2988 -2.6458
C -1.1332 1.9560 -2.3796
C -1.1432 0.9044 -3.2797
C -1.7799 1.1226 -4.6076
C -3.1017 1.5517 -4.7093
C -3.7063 1.7473 -5.9410
C -2.9769 1.5096 -7.0938
Cl -3.7224 1.7395 -8.6403
C -1.6555 1.0947 -7.0254
C -1.0665 0.9063 -5.7865
C -0.5827 -0.3790 -3.0279
N 0.1090 -0.7242 -1.9213
C 0.4508 -2.0512 -2.0449
C 1.3296 -2.7312 -1.1870
C 1.4601 -4.2055 -1.3347
C 1.0704 -5.0179 -0.1285
C 1.2308 -6.5574 -0.2290
C 1.6510 -7.0614 -1.5653
Cl 1.6856 -8.7861 -1.7027
C 1.9751 -6.2666 -2.5795
C 1.9109 -4.8093 -2.4354
C 2.1324 -2.1159 -0.2097
C 3.2989 -2.7061 0.3791
C 3.8948 -1.7379 1.1276
C 3.0770 -0.5661 1.0125
N 2.0239 -0.8186 0.2040
C 3.3381 0.6840 1.6376
C 2.4999 1.7793 1.5985
C 2.8148 3.0895 2.1181
C 1.7199 3.8621 1.9496
C 0.7204 3.0445 1.2871
N 1.2231 1.8178 1.0773
C 4.6253 0.8207 2.3710
C 4.6411 1.0476 3.7439
C 5.8389 1.1755 4.4299
C 7.0307 1.0817 3.7305
Cl 8.5327 1.2419 4.5795
C 7.0411 0.8626 2.3613
C 5.8375 0.7286 1.6898
C -0.0974 -2.5641 -3.2688
C -0.7077 -1.5210 -3.8941
N -0.6979 1.9064 -1.0761
H -4.4793 5.8317 1.5620
H -3.0772 4.3193 0.2813
H 0.0089 4.7037 3.2308
H -1.4127 6.1892 4.5101
H -1.7532 5.0356 -1.3447
H -1.9147 3.6746 -3.6095
H -3.6669 1.7455 -3.8061
H -4.7333 2.0775 -6.0110
H -1.0953 0.9325 -7.9354
H -0.0308 0.5954 -5.7322
H 1.5663 -4.6061 0.7518
H 1.8775 -6.9792 0.5419
H 2.2920 -6.6868 -3.5236
H 2.2491 -4.2088 -3.2709
H 3.6613 -3.7054 0.1982
H 4.8088 -1.8157 1.6910
H 3.7736 3.3886 2.5078
H 1.6403 4.9180 2.1443
H 3.7051 1.1169 4.2840
H 5.8530 1.3447 5.4972
H 7.9814 0.8025 1.8320
H 5.8365 0.5618 0.6199
H -0.0090 -3.5746 -3.6291
H -1.1958 -1.5359 -4.8544
C -2.3038 -7.9710 4.1396
C -0.8414 -7.5540 3.9314
C -0.4068 -6.6543 5.0948
C 0.0480 -8.8009 3.9465
C -0.7338 -6.8098 2.5995
C -0.4799 -7.4322 1.4423
C -0.2818 -6.7445 0.1289
C -0.4413 -5.2115 0.1743
O -1.3319 -4.5716 -0.7977
B -1.8152 -3.5049 -0.1249
O -1.5473 -3.4281 1.2059
C -0.9669 -4.6861 1.4598
C -1.0848 -5.3732 2.5807
H -2.4265 -8.4516 5.1117
H -2.6199 -8.6717 3.3662
H -2.9704 -7.1063 4.1074
H -0.3606 -7.2438 6.0108
H -1.1092 -5.8406 5.2778
H 0.5823 -6.2247 4.9241
H -0.0210 -9.2849 4.9213
H 1.0926 -8.5432 3.7661
H -0.2565 -9.5372 3.2038
H -0.3205 -8.5021 1.4244
H -0.8407 -7.2115 -0.6851
H -1.5402 -4.9096 3.4439
Br -4.4065 -2.0035 -4.4435
C -3.8737 -1.7225 -2.6746
C -4.2783 -0.5985 -1.9650
C -3.8876 -0.4408 -0.6419
C -3.1079 -1.4074 -0.0560
N -2.6983 -2.4808 -0.7708
C -3.0597 -2.6476 -2.0598
H -4.9032 0.1409 -2.4469
H -4.1804 0.4199 -0.0592
H -2.7917 -1.3597 0.9760
H -2.6878 -3.5315 -2.5542
N -2.8297 2.1631 3.0143
C -2.8891 1.2302 2.3300
H -2.7437 3.0289 3.5124
```

LUMO energy   -3.95 eV
Net charge   +1

Löwdin population analysis, charges in e, atoms 1 to 4:
1 Pb 1.38
2 Cl 0.69
3 C -0.68
4 C -0.10

Here are the calculated energy relative to the best compared isomer or geometry (same formula, charge and spin) numbers, same order: 13.14 33.55 (kcal/mol).